Record 1
The following is a quantum chemistry calculation of a structure of composition C3H3BaLiO3 at a distorted geometry, from the Open Molecules 2025 dataset.

**Maximum force**: 2.79 eV/Å
**2S+1**: 2
**Frontier orbital gap (alpha / beta)**: 0.140 / 0.121 hartree
**Net charge**: +1
**Relative energy (zero: lowest compared OMol25 entry of this formula, charge and spin)**: 285.2 kJ/mol
**LUMO (alpha / beta)**: -5.4 / -5.4 eV

CARTESIAN COORDINATES (ANGSTROEM)
1 H 1.50 -1.09 1.75
2 C 0.14 -1.47 -0.86
3 C -0.05 -0.28 -0.08
4 O -1.20 0.39 -0.31
5 C -1.33 1.71 0.02
6 O -0.38 2.28 0.59
7 O 1.03 -2.30 -0.56
8 H -0.33 -1.50 -1.85
9 H 0.81 0.29 0.25
10 Ba -2.43 4.53 0.18
11 Li 2.24 -2.55 0.86

***

Record 2
The following is a quantum chemistry calculation of a structure of composition C26H56ClFGaO7S at a distorted geometry, from the Open Molecules 2025 dataset.

**Maximum force**: 1.35 eV/Å
**Frontier orbital gap**: 0.262 hartree
**Net charge**: -1
**LUMO**: 2.1 eV

CARTESIAN COORDINATES (ANGSTROEM)
1 C 5.08 -3.30 -1.92
2 C 3.70 -3.07 -1.37
3 C 3.16 -1.79 -1.33
4 C 1.89 -1.56 -0.85
5 C 1.09 -2.60 -0.36
6 C -0.28 -2.33 0.20
7 Ga -1.84 -3.37 -0.59
8 C -2.70 -2.51 -2.21
9 C -4.21 -2.32 -2.03
10 C -4.55 -1.40 -0.85
11 Cl -5.67 -2.15 0.31
12 S -1.34 -5.61 -1.20
13 O -0.82 -6.31 -0.05
14 O -2.50 -6.23 -1.79
15 F -0.20 -5.73 -2.35
16 C 1.64 -3.87 -0.41
17 C 2.91 -4.10 -0.91
18 H 5.17 -2.94 -2.94
19 H 5.35 -4.35 -1.84
20 H 5.79 -2.76 -1.30
21 H 3.77 -0.98 -1.69
22 H 1.52 -0.54 -0.83
23 H -0.24 -2.52 1.27
24 H -0.50 -1.28 0.06
25 H -2.95 -3.51 0.54
26 H -2.59 -3.14 -3.09
27 H -2.25 -1.53 -2.44
28 H -4.67 -1.96 -2.94
29 H -4.69 -3.27 -1.82
30 H -5.00 -0.47 -1.18
31 H -3.63 -1.15 -0.34
32 H 1.08 -4.72 -0.04
33 H 3.27 -5.12 -0.92
34 C 0.81 2.05 1.62
35 C 2.27 2.02 1.19
36 C 2.93 3.37 1.41
37 O 2.36 1.64 -0.18
38 H 0.27 2.79 1.03
39 H 0.33 1.08 1.47
40 H 0.72 2.32 2.68
41 H 2.81 1.25 1.75
42 H 2.43 4.14 0.82
43 H 3.97 3.33 1.09
44 H 2.90 3.66 2.46
45 H 1.88 2.30 -0.69
46 C -5.15 -3.42 -7.27
47 C -4.34 -2.86 -6.11
48 C -2.84 -2.95 -6.38
49 O -4.66 -3.53 -4.90
50 H -4.92 -4.48 -7.41
51 H -6.22 -3.35 -7.05
52 H -4.94 -2.89 -8.20
53 H -4.61 -1.81 -5.95
54 H -2.54 -4.00 -6.50
55 H -2.28 -2.54 -5.55
56 H -2.57 -2.41 -7.29
57 H -4.42 -4.46 -5.00
58 C -1.81 5.81 2.72
59 C -0.36 5.70 2.26
60 C 0.38 7.02 2.45
61 O -0.30 5.30 0.89
62 H -2.34 6.57 2.13
63 H -2.33 4.86 2.58
64 H -1.87 6.08 3.77
65 H 0.14 4.91 2.82
66 H -0.08 7.81 1.85
67 H 1.42 6.92 2.12
68 H 0.38 7.32 3.49
69 H -0.75 5.98 0.37
70 C -5.79 0.60 3.90
71 C -4.32 0.23 3.71
72 C -4.05 -1.19 4.15
73 O -3.49 1.14 4.43
74 H -6.06 0.54 4.96
75 H -5.97 1.63 3.58
76 H -6.44 -0.06 3.33
77 H -4.06 0.34 2.66
78 H -4.26 -1.31 5.22
79 H -3.00 -1.44 4.00
80 H -4.65 -1.90 3.59
81 H -3.71 1.06 5.36
82 C 8.67 2.73 0.95
83 C 7.63 3.28 1.92
84 C 7.73 2.61 3.28
85 O 6.32 3.12 1.39
86 H 8.51 1.66 0.79
87 H 8.58 3.22 -0.02
88 H 9.68 2.87 1.32
89 H 7.78 4.36 2.03
90 H 7.55 1.54 3.19
91 H 6.99 3.02 3.96
92 H 8.72 2.75 3.72
93 H 6.16 2.18 1.27

***

Record 3
The following is a quantum chemistry calculation of a structure of composition C5H13N2O4V at a distorted geometry, from the Open Molecules 2025 dataset.

**Maximum force**: 1.99 eV/Å
**Frontier orbital gap**: 0.108 hartree
**LUMO**: -3.7 eV

CARTESIAN COORDINATES (ANGSTROEM)
1 C 2.12 -1.58 0.86
2 C 2.12 -0.43 -0.13
3 O 0.84 0.10 -0.38
4 C 0.44 1.10 0.58
5 C -1.03 1.03 0.88
6 O -1.44 -0.08 1.70
7 C -1.53 -1.19 0.90
8 N -2.47 -1.02 -0.22
9 N -1.94 -1.32 -1.35
10 H 1.56 -1.29 1.75
11 H 3.13 -1.86 1.14
12 H 1.60 -2.44 0.43
13 H 2.84 0.33 0.17
14 H 2.48 -0.81 -1.09
15 H 0.53 2.08 0.10
16 H 1.05 1.10 1.48
17 H -1.31 1.94 1.40
18 H -1.58 1.05 -0.07
19 H -1.95 -2.02 1.48
20 H -0.55 -1.50 0.53
21 H -2.25 -2.19 -1.78
22 H -0.92 -1.20 -1.38
23 O 0.04 3.48 -3.89
24 V -0.59 3.41 -2.34
25 O -1.17 3.31 -0.75

***

Record 4
The following is a quantum chemistry calculation of a cluster of 18 separate species, C72H198N18O18 in total at a distorted geometry, from the Open Molecules 2025 dataset.

**Maximum force**: 4.00 eV/Å
**Frontier orbital gap**: 0.315 hartree
**Relative energy (zero: lowest compared OMol25 entry of this formula, charge and spin)**: 903.2 kJ/mol
**LUMO**: 0.3 eV

CARTESIAN COORDINATES (ANGSTROEM)
1 C -3.22 4.08 -0.08
2 C -1.82 4.61 -0.35
3 C -1.59 6.12 -0.17
4 O -1.92 6.71 1.09
5 C -2.05 8.12 1.12
6 N -0.98 4.00 0.65
7 H -3.43 4.26 0.98
8 H -3.29 3.06 -0.47
9 H -3.92 4.65 -0.69
10 H -1.49 4.32 -1.35
11 H -2.16 6.53 -1.01
12 H -0.58 6.40 -0.48
13 H -2.39 8.40 2.11
14 H -2.84 8.51 0.48
15 H -1.07 8.52 0.87
16 H -0.03 4.32 0.53
17 H -1.28 4.25 1.58
18 C -5.48 0.93 -1.61
19 C -5.42 -0.28 -2.55
20 C -5.07 -0.19 -4.05
21 O -5.96 0.76 -4.68
22 C -6.18 0.29 -6.01
23 N -4.38 -1.09 -1.97
24 H -4.60 1.53 -1.85
25 H -5.45 0.59 -0.58
26 H -6.42 1.47 -1.60
27 H -6.39 -0.77 -2.49
28 H -5.13 -1.20 -4.46
29 H -4.04 0.16 -4.12
30 H -6.76 -0.61 -6.22
31 H -5.31 0.28 -6.67
32 H -6.77 1.01 -6.58
33 H -4.26 -1.01 -0.97
34 H -3.47 -0.98 -2.40
35 C -1.33 -4.06 -5.74
36 C 0.05 -4.27 -6.33
37 C -0.08 -4.61 -7.90
38 O -0.69 -5.87 -7.94
39 C -0.96 -6.49 -9.20
40 N 0.81 -3.08 -6.29
41 H -1.93 -3.38 -6.35
42 H -1.36 -3.48 -4.81
43 H -1.76 -5.05 -5.63
44 H 0.52 -5.06 -5.75
45 H 0.83 -4.46 -8.48
46 H -0.77 -3.88 -8.34
47 H -0.05 -6.67 -9.76
48 H -1.65 -6.01 -9.90
49 H -1.31 -7.51 -9.08
50 H 0.64 -2.54 -5.45
51 H 0.45 -2.43 -6.98
52 C -1.63 -2.73 0.11
53 C -1.19 -1.65 -0.90
54 C 0.28 -1.12 -0.59
55 O 0.38 -0.63 0.78
56 C -0.04 0.73 1.07
57 N -1.18 -2.20 -2.26
58 H -1.53 -2.43 1.15
59 H -1.04 -3.64 -0.04
60 H -2.68 -2.87 -0.14
61 H -1.88 -0.81 -0.93
62 H 0.51 -0.35 -1.32
63 H 0.97 -1.95 -0.74
64 H -0.11 0.98 2.13
65 H -1.11 0.63 0.87
66 H 0.27 1.60 0.49
67 H -0.91 -1.45 -2.87
68 H -0.34 -2.76 -2.26
69 C -0.02 -8.34 -4.26
70 C -0.46 -7.60 -2.96
71 C -1.78 -8.01 -2.29
72 O -1.83 -7.56 -0.92
73 C -2.89 -7.98 -0.07
74 N 0.62 -8.08 -2.07
75 H 0.78 -7.71 -4.65
76 H -0.82 -8.32 -5.01
77 H 0.32 -9.37 -4.24
78 H -0.34 -6.52 -3.06
79 H -1.80 -9.10 -2.24
80 H -2.62 -7.70 -2.92
81 H -2.76 -9.02 0.21
82 H -3.86 -8.01 -0.56
83 H -2.94 -7.54 0.93
84 H 0.59 -9.06 -1.84
85 H 0.70 -7.47 -1.27
86 C 3.18 0.14 -9.31
87 C 2.21 -0.33 -8.28
88 C 0.62 -0.21 -8.85
89 O -0.20 -0.90 -7.93
90 C -1.56 -0.75 -8.27
91 N 2.61 -1.71 -8.03
92 H 2.88 -0.28 -10.27
93 H 4.19 0.06 -8.92
94 H 2.97 1.20 -9.44
95 H 2.28 0.18 -7.32
96 H 0.53 -0.65 -9.84
97 H 0.24 0.81 -8.93
98 H -1.83 -1.21 -9.23
99 H -1.69 0.33 -8.27
100 H -1.98 -1.36 -7.48
101 H 1.87 -2.14 -7.49
102 H 2.68 -2.22 -8.90
103 C 0.15 5.34 4.60
104 C 0.15 6.87 4.84
105 C -0.83 7.42 5.87
106 O -0.72 8.83 6.23
107 C -0.93 9.75 5.11
108 N 1.48 7.04 5.35
109 H 0.69 5.03 3.70
110 H -0.84 5.04 4.26
111 H 0.37 4.74 5.48
112 H -0.05 7.33 3.87
113 H -0.71 6.99 6.87
114 H -1.76 7.09 5.41
115 H -1.86 9.41 4.65
116 H -0.11 9.82 4.40
117 H -1.29 10.69 5.53
118 H 1.60 6.53 6.21
119 H 2.20 6.68 4.74
120 C 6.33 8.09 3.85
121 C 4.90 7.61 3.86
122 C 4.79 6.25 4.68
123 O 3.73 5.44 4.19
124 C 3.52 4.22 4.77
125 N 4.03 8.69 4.34
126 H 6.97 7.41 3.28
127 H 6.62 8.24 4.89
128 H 6.36 9.11 3.47
129 H 4.65 7.35 2.83
130 H 4.68 6.30 5.77
131 H 5.73 5.73 4.50
132 H 2.63 3.85 4.25
133 H 3.29 4.40 5.82
134 H 4.40 3.59 4.82
135 H 3.97 8.51 5.33
136 H 3.08 8.54 4.02
137 C 1.52 -4.72 4.06
138 C 2.31 -3.84 3.05
139 C 2.63 -4.43 1.69
140 O 3.25 -3.40 0.84
141 C 3.69 -4.16 -0.34
142 N 1.49 -2.63 2.85
143 H 0.50 -4.85 3.71
144 H 1.56 -4.20 5.02
145 H 2.09 -5.65 4.09
146 H 3.24 -3.58 3.54
147 H 1.64 -4.57 1.24
148 H 3.20 -5.36 1.75
149 H 4.04 -3.39 -1.03
150 H 2.99 -4.87 -0.80
151 H 4.49 -4.87 -0.12
152 H 0.62 -2.84 2.38
153 H 1.91 -1.90 2.29
154 C 6.94 1.60 -1.29
155 C 6.85 0.22 -0.55
156 C 5.37 -0.31 -0.42
157 O 4.69 0.55 0.38
158 C 3.33 0.24 0.64
159 N 7.67 -0.84 -1.27
160 H 7.94 1.81 -1.67
161 H 6.52 2.40 -0.68
162 H 6.45 1.62 -2.27
163 H 7.19 0.19 0.49
164 H 5.39 -1.37 -0.17
165 H 4.96 -0.38 -1.43
166 H 3.19 -0.77 1.03
167 H 2.76 0.27 -0.29
168 H 3.06 0.94 1.43
169 H 8.49 -0.44 -1.69
170 H 7.17 -1.09 -2.11
171 C 1.79 5.38 9.83
172 C 2.70 4.62 8.91
173 C 2.09 3.41 8.24
174 O 3.12 2.66 7.70
175 C 2.59 1.56 6.94
176 N 3.34 5.67 8.05
177 H 0.85 5.53 9.30
178 H 2.29 6.31 10.09
179 H 1.62 4.88 10.78
180 H 3.57 4.29 9.48
181 H 1.41 3.49 7.39
182 H 1.54 2.88 9.02
183 H 3.35 0.85 6.62
184 H 2.06 1.96 6.07
185 H 1.86 0.93 7.45
186 H 3.89 5.06 7.46
187 H 3.99 6.21 8.60
188 C -3.62 -3.82 5.50
189 C -3.28 -4.60 6.79
190 C -2.10 -3.90 7.56
191 O -1.79 -4.51 8.76
192 C -0.54 -4.20 9.35
193 N -4.41 -4.35 7.58
194 H -2.95 -3.85 4.64
195 H -3.56 -2.74 5.64
196 H -4.60 -3.96 5.04
197 H -2.94 -5.63 6.65
198 H -2.43 -2.88 7.75
199 H -1.22 -3.77 6.93
200 H 0.13 -5.06 9.26
201 H -0.61 -4.03 10.42
202 H 0.03 -3.36 8.95
203 H -4.07 -4.44 8.52
204 H -4.91 -5.22 7.45
205 C -7.58 -3.76 2.23
206 C -6.44 -3.69 1.19
207 C -5.12 -3.35 1.96
208 O -5.03 -1.94 2.02
209 C -4.14 -1.41 3.04
210 N -6.36 -4.93 0.40
211 H -7.60 -2.73 2.57
212 H -7.43 -4.41 3.10
213 H -8.56 -3.92 1.78
214 H -6.65 -2.92 0.43
215 H -4.24 -3.72 1.43
216 H -5.00 -3.89 2.90
217 H -4.32 -0.34 3.09
218 H -3.11 -1.74 2.91
219 H -4.57 -1.81 3.96
220 H -7.24 -5.03 -0.09
221 H -5.72 -4.76 -0.36
222 C 2.31 1.84 -3.00
223 C 0.96 2.48 -3.44
224 C -0.32 1.70 -3.07
225 O -0.54 0.45 -3.69
226 C -0.79 0.49 -5.10
227 N 0.99 3.83 -2.86
228 H 2.51 0.83 -3.36
229 H 2.24 1.87 -1.92
230 H 3.27 2.33 -3.19
231 H 0.91 2.60 -4.52
232 H -1.19 2.34 -3.19
233 H -0.31 1.48 -2.00
234 H -0.81 -0.47 -5.62
235 H -0.10 1.11 -5.67
236 H -1.76 0.93 -5.32
237 H 1.90 4.25 -2.98
238 H 0.80 3.76 -1.87
239 C 5.27 4.08 1.04
240 C 4.02 4.22 0.27
241 C 3.76 5.66 -0.02
242 O 2.47 5.81 -0.53
243 C 2.16 7.14 -0.85
244 N 4.11 3.30 -0.93
245 H 6.05 4.49 0.40
246 H 5.58 3.05 1.21
247 H 5.34 4.69 1.94
248 H 3.22 3.88 0.93
249 H 4.59 6.06 -0.60
250 H 3.76 6.12 0.96
251 H 2.94 7.72 -1.34
252 H 1.94 7.81 -0.02
253 H 1.31 7.14 -1.53
254 H 4.27 2.30 -0.88
255 H 3.27 3.38 -1.48
256 C -0.84 0.78 7.05
257 C -1.29 0.36 5.64
258 C -2.18 1.40 4.87
259 O -2.24 1.04 3.50
260 C -2.96 2.04 2.78
261 N -0.06 0.15 4.92
262 H -1.71 0.75 7.70
263 H -0.40 1.77 7.10
264 H -0.07 0.17 7.54
265 H -1.95 -0.51 5.59
266 H -1.80 2.41 4.98
267 H -3.19 1.48 5.29
268 H -2.88 1.79 1.72
269 H -2.41 2.97 2.71
270 H -4.03 2.07 3.02
271 H -0.37 -0.10 3.99
272 H 0.39 -0.67 5.31
273 C -6.43 -3.86 -4.13
274 C -5.87 -4.72 -2.91
275 C -5.28 -6.08 -3.33
276 O -6.19 -7.00 -3.99
277 C -6.92 -7.73 -3.13
278 N -4.88 -3.98 -2.10
279 H -6.69 -2.89 -3.72
280 H -7.25 -4.19 -4.77
281 H -5.56 -3.78 -4.79
282 H -6.66 -4.94 -2.19
283 H -4.84 -6.59 -2.48
284 H -4.55 -5.83 -4.11
285 H -7.58 -8.47 -3.59
286 H -7.46 -7.11 -2.42
287 H -6.36 -8.37 -2.44
288 H -4.08 -3.65 -2.62
289 H -5.22 -3.09 -1.76
290 C 5.01 1.63 -5.68
291 C 5.58 0.27 -5.44
292 C 4.66 -0.70 -4.59
293 O 5.42 -1.91 -4.36
294 C 4.63 -3.04 -4.00
295 N 5.76 -0.37 -6.72
296 H 5.11 2.20 -4.75
297 H 4.01 1.47 -6.08
298 H 5.44 2.17 -6.52
299 H 6.58 0.28 -4.99
300 H 3.72 -0.77 -5.14
301 H 4.57 -0.14 -3.66
302 H 3.79 -3.31 -4.64
303 H 4.09 -2.63 -3.14
304 H 5.15 -3.91 -3.60
305 H 5.94 -1.35 -6.58
306 H 4.84 -0.42 -7.15